[1]
Formula: C6H7ClN3S
Source: the Open Molecules 2025 dataset
Level of theory: the ωB97M-V functional and the def2-TZVPD basis

The geometry in XYZ format:
```
18
C6H7ClN3S (the ωB97M-V functional and the def2-TZVPD basis)
C -0.294 0.519 -2.912
C 1.547 3.136 -1.369
C -0.777 -2.241 0.847
C 0.682 1.253 -0.099
C 0.874 1.961 -1.340
C -0.387 -0.540 0.962
N 0.356 1.438 -2.481
N 0.060 0.127 -0.037
N -1.073 -2.791 2.152
S -1.090 -0.525 -3.728
Cl -1.075 0.180 2.378
H 1.683 3.676 -2.290
H 1.966 3.565 -0.477
H -0.115 -2.772 0.192
H 1.130 1.710 0.788
H -1.240 -1.968 2.769
H -0.319 -3.374 2.544
H -1.929 -3.356 2.101
```

Results
HOMO energy (spin up / spin down): -11.80 / -11.86 eV
SMILES: C=C(/C=N/C(Cl)=C/[NH3+])N=C=S
energy above the lowest of the compared OMol25 structures with the same formula, charge and spin: 4.359 eV
charge: +1
LUMO (spin up / spin down): -5.348 / -5.277 eV

Atom charges from the Löwdin analysis, given in e for atoms 1 to 4:
1 C -0.7709
2 C 0.1807
3 C -0.0481
4 C -0.0286


[2]
Formula: C6H7ClO
Source: the Open Molecules 2025 dataset
Level of theory: the ωB97M-V functional and the def2-TZVPD basis

The geometry in XYZ format:
```
15
C6H7ClO (the ωB97M-V functional and the def2-TZVPD basis)
C 0.324 1.697 0.615
C 0.366 0.821 -0.581
C -1.636 -0.517 -0.402
C -1.020 -1.598 0.141
C 0.446 -1.628 0.088
C 1.088 -0.506 -0.259
H -0.183 2.611 0.404
H 1.378 1.935 0.953
H -0.127 1.177 1.487
H 0.815 1.311 -1.437
H -2.703 -0.422 -0.519
H -1.598 -2.397 0.551
H 0.969 -2.568 0.334
O -0.935 0.511 -1.004
Cl 2.815 -0.427 -0.371
```

Results
HOMO energy: -8.20 eV
SMILES: C[C@@H]1OC=CC=C1Cl
energy above the lowest of the compared OMol25 structures with the same formula, charge and spin: 1.296 eV
charge: 0
LUMO: 0.863 eV

Atom charges from the Löwdin analysis, given in e for atoms 1 to 4:
1 C -0.0444
2 C -0.4149
3 C -0.1020
4 C -0.0702


[3]
Formula: C6H7ClO4
Source: the Open Molecules 2025 dataset
Level of theory: the ωB97M-V functional and the def2-TZVPD basis

The geometry in XYZ format:
```
18
C6H7ClO4 (the ωB97M-V functional and the def2-TZVPD basis)
C 0.480 -0.497 0.175
C -0.869 1.592 0.020
C 3.205 -0.711 0.050
C 0.311 -1.986 -0.016
C -2.187 2.277 -0.050
C -0.782 0.193 0.199
O 1.896 -0.089 0.058
O 0.147 2.260 -0.050
O 3.563 -1.820 -0.102
O -1.928 -0.494 0.329
Cl 4.238 0.631 0.160
H -0.024 -2.590 0.859
H 1.336 -2.382 -0.403
H -0.343 -2.141 -0.836
H -2.060 3.367 -0.186
H -2.579 1.682 -0.964
H -2.773 2.113 0.812
H -1.630 -1.406 -0.057
```

Results
HOMO energy: -8.97 eV
SMILES: CC(=O)/C(O)=C(/C)OC(=O)Cl
energy above the lowest of the compared OMol25 structures with the same formula, charge and spin: 3.046 eV
charge: 0
LUMO: -0.048 eV

Atom charges from the Löwdin analysis, given in e for atoms 1 to 4:
1 C -0.0811
2 C -0.4462
3 C -0.8699
4 C -0.0378


[4]
Formula: C6H7ClS
Source: the Open Molecules 2025 dataset
Level of theory: the ωB97M-V functional and the def2-TZVPD basis

The geometry in XYZ format:
```
15
C6H7ClS (the ωB97M-V functional and the def2-TZVPD basis)
C 0.003 1.686 -0.972
C 0.469 0.248 -1.089
C 0.525 -0.661 0.108
C 1.563 -1.478 0.270
C -0.532 -0.656 1.060
C -1.764 -0.123 0.885
H -0.293 1.881 0.075
H -0.877 1.959 -1.588
H 0.800 2.429 -1.217
H 2.394 -1.598 -0.418
H -0.286 -1.017 2.042
H -2.432 -0.169 1.763
H -2.187 0.205 -0.058
S 0.876 -0.265 -2.565
Cl 1.741 -2.441 1.705
```

Results
HOMO energy: -8.65 eV
SMILES: C=C/C(=C\Cl)C(C)=S
energy above the lowest of the compared OMol25 structures with the same formula, charge and spin: 1.162 eV
charge: 0
LUMO: -0.611 eV

Atom charges from the Löwdin analysis, given in e for atoms 1 to 4:
1 C -0.1529
2 C -0.7565
3 C -0.3933
4 C -0.4809


[5]
Formula: C6H7ClS
Source: the Open Molecules 2025 dataset
Level of theory: the ωB97M-V functional and the def2-TZVPD basis

The geometry in XYZ format:
```
15
C6H7ClS (the ωB97M-V functional and the def2-TZVPD basis)
C -0.097 -1.179 -0.220
C 0.725 -0.733 0.978
C 2.032 -0.480 0.930
C -1.431 -0.414 -0.325
C -1.455 1.037 -0.648
C -0.393 1.838 -0.558
H -0.340 -2.253 -0.039
H 0.169 -0.710 1.950
H 2.534 -0.165 1.796
H 2.626 -0.480 -0.020
H -2.428 1.389 -0.864
H -0.492 2.885 -0.844
H 0.568 1.499 -0.317
S -2.876 -1.161 -0.097
Cl 0.856 -1.073 -1.722
```

Results
HOMO energy: -8.99 eV
SMILES: C=CC(=S)[C@@H](Cl)C=C
energy above the lowest of the compared OMol25 structures with the same formula, charge and spin: 1.283 eV
charge: 0
LUMO: -0.922 eV

Atom charges from the Löwdin analysis, given in e for atoms 1 to 4:
1 C -0.7165
2 C -0.2141
3 C -0.0246
4 C -0.7812


[6]
Formula: C6H7CoLiO6
Source: the Open Molecules 2025 dataset
Level of theory: the ωB97M-V functional and the def2-TZVPD basis

The geometry in XYZ format:
```
21
C6H7CoLiO6 (the ωB97M-V functional and the def2-TZVPD basis)
Co 1.878 2.392 -0.277
O 0.371 1.332 -0.517
O 1.144 -0.946 -0.712
C 2.537 -1.106 -1.020
C 3.211 -0.440 0.170
O 2.255 0.601 0.498
C 0.981 0.181 0.005
H 2.749 -2.176 -1.098
H 2.768 -0.600 -1.967
H 4.169 0.030 -0.065
H 3.304 -1.107 1.034
Li -5.745 -0.126 -1.005
O -4.479 1.385 -0.582
O -2.525 0.920 0.379
C -1.620 -0.008 0.747
C -0.218 0.413 0.816
O -4.063 -0.723 -0.031
C -3.760 0.473 -0.153
H -2.001 -0.570 1.615
H -0.095 1.104 1.662
H -0.859 -1.032 0.502
```

Results
multiplicity: 4
HOMO energy (spin up / spin down): -15.62 / -15.61 eV
expectation value of S²: 3.756
charge: +2
LUMO (spin up / spin down): -10.600 / -11.440 eV

Atom charges from the Löwdin analysis, given in e for atoms 1 to 4:
1 Co 1.3830
2 O -0.0108
3 O 0.0869
4 C -0.0513


[7]
Formula: C6H7FIN
Source: the Open Molecules 2025 dataset
Level of theory: the ωB97M-V functional and the def2-TZVPD basis

The geometry in XYZ format:
```
16
C6H7FIN (the ωB97M-V functional and the def2-TZVPD basis)
C 1.989 -0.428 -0.913
C 1.313 1.785 0.220
C -0.782 0.606 0.073
C 0.755 -1.247 -0.490
C -0.569 -0.529 -0.869
C -1.866 0.412 1.122
N 0.125 1.458 0.263
F 1.685 2.866 -0.386
I 3.640 -0.742 0.221
H 0.822 -2.008 -1.192
H 0.760 -1.751 0.443
H -1.292 -1.320 -0.918
H -0.421 -0.180 -1.823
H -2.567 -0.315 0.729
H -2.252 1.413 1.557
H -1.340 -0.019 1.963
```

Results
HOMO energy: -7.92 eV
energy above the lowest of the compared OMol25 structures with the same formula, charge and spin: 4.845 eV
charge: 0
LUMO: -0.361 eV

Atom charges from the Löwdin analysis, given in e for atoms 1 to 4:
1 C -0.5880
2 C -0.2266
3 C -0.3002
4 C -0.3626


[8]
Formula: C6H7FN2O2S
Source: the Open Molecules 2025 dataset
Level of theory: the ωB97M-V functional and the def2-TZVPD basis

The geometry in XYZ format:
```
19
C6H7FN2O2S (the ωB97M-V functional and the def2-TZVPD basis)
C -1.931 -0.277 -0.175
C -1.054 -1.395 -0.261
C 0.298 -1.117 -0.322
C 0.778 0.149 -0.283
C -0.078 1.255 -0.349
C -1.423 1.047 -0.245
H -3.836 0.391 0.211
H -3.574 -1.262 0.353
H -1.443 -2.426 -0.495
H 0.959 -2.010 -0.429
H 0.398 2.254 -0.349
H 2.581 -0.676 1.615
H 2.450 0.947 1.872
N -3.268 -0.429 -0.190
N 2.964 0.285 1.340
O 3.171 -0.834 -0.959
O 2.785 1.665 -0.864
F -2.317 2.063 -0.181
S 2.540 0.370 -0.289
```

Results
HOMO energy: -8.87 eV
SMILES: Nc1ccc(S(N)(=O)=O)cc1F
energy above the lowest of the compared OMol25 structures with the same formula, charge and spin: 0.000 eV
charge: 0
LUMO: 0.398 eV

Atom charges from the Löwdin analysis, given in e for atoms 1 to 4:
1 C -0.2820
2 C -0.0093
3 C -0.1103
4 C -0.3292


Q: Which value of charge does entry 6 give?
A: +2


Repeat the third record exactly.
Formula: C6H7ClO4
Source: the Open Molecules 2025 dataset
Level of theory: the ωB97M-V functional and the def2-TZVPD basis

The geometry in XYZ format:
```
18
C6H7ClO4 (the ωB97M-V functional and the def2-TZVPD basis)
C 0.480 -0.497 0.175
C -0.869 1.592 0.020
C 3.205 -0.711 0.050
C 0.311 -1.986 -0.016
C -2.187 2.277 -0.050
C -0.782 0.193 0.199
O 1.896 -0.089 0.058
O 0.147 2.260 -0.050
O 3.563 -1.820 -0.102
O -1.928 -0.494 0.329
Cl 4.238 0.631 0.160
H -0.024 -2.590 0.859
H 1.336 -2.382 -0.403
H -0.343 -2.141 -0.836
H -2.060 3.367 -0.186
H -2.579 1.682 -0.964
H -2.773 2.113 0.812
H -1.630 -1.406 -0.057
```

Results
HOMO energy: -8.97 eV
SMILES: CC(=O)/C(O)=C(/C)OC(=O)Cl
energy above the lowest of the compared OMol25 structures with the same formula, charge and spin: 3.046 eV
charge: 0
LUMO: -0.048 eV

Atom charges from the Löwdin analysis, given in e for atoms 1 to 4:
1 C -0.0811
2 C -0.4462
3 C -0.8699
4 C -0.0378


What did the fourth record say?
Formula: C6H7ClS
Source: the Open Molecules 2025 dataset
Level of theory: the ωB97M-V functional and the def2-TZVPD basis

The geometry in XYZ format:
```
15
C6H7ClS (the ωB97M-V functional and the def2-TZVPD basis)
C 0.003 1.686 -0.972
C 0.469 0.248 -1.089
C 0.525 -0.661 0.108
C 1.563 -1.478 0.270
C -0.532 -0.656 1.060
C -1.764 -0.123 0.885
H -0.293 1.881 0.075
H -0.877 1.959 -1.588
H 0.800 2.429 -1.217
H 2.394 -1.598 -0.418
H -0.286 -1.017 2.042
H -2.432 -0.169 1.763
H -2.187 0.205 -0.058
S 0.876 -0.265 -2.565
Cl 1.741 -2.441 1.705
```

Results
HOMO energy: -8.65 eV
SMILES: C=C/C(=C\Cl)C(C)=S
energy above the lowest of the compared OMol25 structures with the same formula, charge and spin: 1.162 eV
charge: 0
LUMO: -0.611 eV

Atom charges from the Löwdin analysis, given in e for atoms 1 to 4:
1 C -0.1529
2 C -0.7565
3 C -0.3933
4 C -0.4809


Q: charge of number 3 (C6H7ClO4)?
A: 0